# C45H36F5Ge2N3O7PSSr

C45H36F5Ge2N3O7PSSr as an isolated structure at a distorted geometry (wB97M-V/def2-TZVPD, the OMol25 dataset).

Properties
LUMO level (spin up / spin down)   -1.594 / -2.012 eV
HOMO (spin up / spin down)   -7.69 / -7.93 eV
Expectation value of S²   0.75
Relative energy (zero: lowest compared OMol25 entry of this formula, charge and spin)   2.586 eV
Spin multiplicity   2
HOMO-LUMO gap (spin up / spin down)   6.09 / 5.92 eV

Element x y z (Å)
Sr (-0.93, -0.11, -0.09)
Ge (1.73, -3.09, -1.27)
Ge (1.52, -0.62, -1.64)
S (-3.17, -0.04, 1.28)
P (1.61, 0.91, 1.93)
F (-3.83, 2.28, 3.04)
F (-7.86, 3.50, 1.00)
F (-5.25, 0.09, -0.88)
F (-6.01, 3.83, 2.97)
F (-7.44, 1.65, -0.95)
O (-1.10, -2.10, 0.54)
O (-6.82, -3.59, -3.17)
O (-2.69, 0.62, -3.65)
O (-2.76, -3.17, 1.35)
O (-1.32, -1.07, -1.88)
O (-3.21, -0.83, -5.16)
O (-6.62, -4.22, -1.12)
N (-3.02, -0.49, -4.00)
N (-2.28, -2.51, 0.46)
N (-6.23, -3.63, -2.11)
C (0.43, 0.19, -6.22)
C (4.83, 2.06, -1.68)
C (-6.78, 2.74, 1.03)
C (-3.00, -2.35, -0.76)
C (4.12, 0.17, 5.12)
C (4.26, -0.40, -0.56)
C (1.05, 5.42, 1.11)
C (1.20, -1.29, -4.49)
C (-4.22, -3.00, -0.86)
C (-5.84, 2.89, 2.03)
C (3.29, 0.23, -1.34)
C (0.32, 1.21, -5.29)
C (-1.61, 0.85, 4.55)
C (3.32, -3.74, -2.27)
C (3.59, 1.47, -1.90)
C (5.50, 0.18, -0.35)
C (-0.64, 1.34, 3.68)
C (0.22, 0.45, 3.04)
C (1.27, 4.99, 2.42)
C (-6.56, 1.79, 0.05)
C (1.40, 2.71, 1.65)
C (0.87, -1.07, -5.81)
C (1.02, 4.50, 0.08)
C (0.17, -4.13, -1.91)
C (3.04, 0.11, 4.25)
C (1.46, 3.64, 2.69)
C (-5.44, 0.99, 0.10)
C (-2.48, -1.57, -1.84)
C (-3.38, -1.44, -2.96)
C (0.66, 0.98, -3.96)
C (-0.94, -1.40, 4.08)
C (5.78, 1.41, -0.91)
C (5.16, 1.82, 3.73)
C (1.20, 3.15, 0.35)
C (-4.96, -2.93, -2.01)
C (-4.54, -2.13, -3.08)
C (5.17, 1.03, 4.88)
C (0.05, -0.93, 3.24)
C (-1.76, -0.51, 4.75)
C (-4.49, 1.08, 1.12)
C (-4.72, 2.08, 2.07)
C (4.09, 1.76, 2.86)
C (1.98, -3.48, 0.65)
C (3.00, 0.92, 3.12)
C (1.11, -0.27, -3.55)
H (0.14, 0.36, -7.25)
H (3.16, -3.66, -3.34)
H (-1.07, -2.47, 4.22)
H (-5.15, -2.03, -3.96)
H (6.25, -0.33, 0.24)
H (0.40, -5.19, -1.85)
H (0.89, 6.47, 0.91)
H (-0.56, 2.40, 3.51)
H (4.03, -1.36, -0.11)
H (-2.26, 1.55, 5.05)
H (-4.60, -3.58, -0.03)
H (1.20, 2.42, -0.46)
H (1.30, 5.71, 3.22)
H (5.05, 3.03, -2.12)
H (-0.04, 2.18, -5.60)
H (1.96, -4.56, 0.81)
H (2.22, -0.56, 4.47)
H (4.13, -0.46, 6.00)
H (1.66, 3.31, 3.70)
H (4.20, -3.15, -2.00)
H (6.00, 1.09, 5.58)
H (0.54, 1.78, -3.23)
H (0.94, -1.87, -6.53)
H (1.54, -2.27, -4.18)
H (4.10, 2.36, 1.96)
H (3.50, -4.78, -2.01)
H (2.92, -3.10, 1.03)
H (0.71, -1.62, 2.72)
H (6.75, 1.88, -0.75)
H (-0.69, -3.93, -1.28)
H (2.85, 1.97, -2.51)
H (-2.53, -0.87, 5.41)
H (-0.08, -3.88, -2.94)
H (0.88, 4.83, -0.94)
H (1.16, -3.04, 1.21)
H (5.99, 2.48, 3.53)


# C45H36N5O5P2V

C45H36N5O5P2V as an isolated structure at a distorted geometry (wB97M-V/def2-TZVPD, the OMol25 dataset).

Properties
LUMO level (spin up / spin down)   1.920 / 1.920 eV
HOMO (spin up / spin down)   -2.45 / -1.43 eV
Expectation value of S²   0.83
Net charge   -1
Spin multiplicity   2
HOMO-LUMO gap (spin up / spin down)   4.37 / 3.35 eV

Element x y z (Å)
V (0.28, 0.19, -0.49)
P (-0.50, -0.88, 2.73)
P (-2.28, -1.95, 0.62)
O (2.05, -1.40, -0.55)
O (0.02, -0.07, 1.60)
O (2.85, 2.75, 1.04)
O (0.36, 0.10, -2.26)
O (-1.37, -1.52, -0.46)
N (-2.28, 5.42, 1.64)
N (4.06, -0.29, -0.17)
N (-0.74, 1.69, -0.37)
N (2.11, 0.81, 0.03)
N (-3.95, 4.26, -2.20)
C (5.14, 0.80, 1.80)
C (-3.59, 0.36, 0.12)
C (0.96, -2.68, 4.37)
C (-1.44, 2.64, -0.35)
C (-5.37, 1.31, 1.42)
C (6.59, -0.45, 3.27)
C (-4.53, 1.37, 0.32)
C (-1.91, 1.37, 3.41)
C (2.89, -0.74, 4.86)
C (5.55, 3.15, -0.22)
C (-1.33, -2.39, 2.14)
C (-5.29, 0.25, 2.32)
C (-3.22, 1.62, 5.41)
C (2.69, -0.38, -0.26)
C (-2.27, 3.76, -0.33)
C (-3.10, -3.52, 0.23)
C (-2.69, 2.16, 4.24)
C (-2.25, -4.54, -0.18)
C (6.03, 1.20, -1.52)
C (-1.67, 0.04, 3.74)
C (-2.19, -0.49, 4.92)
C (4.44, 0.96, 0.45)
C (5.78, 1.70, 3.94)
C (-0.38, 0.63, -3.30)
C (-4.14, -5.95, -0.63)
C (-4.99, -4.93, -0.24)
C (-3.18, 4.02, -1.37)
C (2.06, -2.97, 5.17)
C (5.36, 1.79, -0.46)
C (5.91, -0.33, 2.07)
C (6.89, 1.94, -2.32)
C (-4.48, -3.72, 0.19)
C (-4.35, -0.75, 2.13)
C (-2.76, -5.76, -0.59)
C (3.02, 1.65, 0.56)
C (5.08, 1.81, 2.75)
C (-2.25, 4.66, 0.76)
C (-3.50, -0.69, 1.03)
C (0.84, -1.42, 3.79)
C (7.07, 3.29, -2.07)
C (6.53, 0.56, 4.22)
C (3.02, -2.00, 5.42)
C (6.40, 3.89, -1.02)
C (1.81, -0.45, 4.05)
C (-2.96, 0.30, 5.75)
H (7.74, 3.87, -2.70)
H (4.47, 2.68, 2.56)
H (-0.55, -3.07, 1.79)
H (5.88, 0.14, -1.72)
H (-3.81, 2.24, 6.07)
H (5.01, 3.63, 0.58)
H (-5.95, 0.22, 3.18)
H (-4.28, -1.57, 2.84)
H (6.01, -1.12, 1.34)
H (-1.97, -1.52, 5.19)
H (-2.09, -6.55, -0.91)
H (5.73, 2.50, 4.67)
H (1.71, 0.53, 3.58)
H (-2.87, 3.19, 3.98)
H (3.63, 0.02, 5.06)
H (7.40, 1.46, -3.14)
H (7.18, -1.34, 3.47)
H (-5.15, -2.92, 0.49)
H (-1.94, -2.89, 2.90)
H (4.61, -1.13, -0.14)
H (-1.18, -4.37, -0.17)
H (0.18, 0.58, -4.25)
H (-6.06, -5.08, -0.29)
H (-4.54, -6.90, -0.97)
H (-6.10, 2.10, 1.58)
H (-2.92, 0.39, -0.72)
H (3.87, -2.23, 6.05)
H (0.21, -3.44, 4.18)
H (-1.33, 0.08, -3.44)
H (-3.35, -0.11, 6.67)
H (7.07, 0.47, 5.15)
H (-1.48, 1.78, 2.50)
H (-0.65, 1.69, -3.13)
H (6.53, 4.95, -0.83)
H (-4.59, 2.19, -0.38)
H (2.16, -3.96, 5.59)


# C45H37BF4N2O4P2S2Sc

C45H37BF4N2O4P2S2Sc as an isolated structure at a distorted geometry (wB97M-V/def2-TZVPD, the OMol25 dataset).

Properties
LUMO level   1.075 eV
HOMO   -4.32 eV
Relative energy (zero: lowest compared OMol25 entry of this formula, charge and spin)   0.814 eV
Net charge   -1
HOMO-LUMO gap   5.40 eV

Element x y z (Å)
Sc (-0.13, -0.29, -0.33)
S (1.82, 1.12, -1.93)
S (-0.40, 2.59, 1.47)
P (0.05, 2.02, -2.30)
P (-1.69, 2.31, -0.01)
F (-1.31, -1.67, -1.45)
F (-3.33, -2.01, -2.50)
F (-2.87, -3.09, -0.52)
F (-1.80, -3.71, -2.43)
O (-0.65, -2.05, 3.25)
O (-0.97, -0.92, 1.32)
O (1.33, -1.70, -0.60)
O (2.25, -4.89, -3.22)
N (0.33, -5.49, -1.10)
N (1.46, 0.08, 1.40)
C (-2.39, 3.93, -0.53)
C (0.65, 6.59, -2.09)
C (-1.23, 1.37, -1.38)
C (0.78, -4.34, -0.64)
C (2.66, 0.65, 1.42)
C (-0.40, 4.68, -3.10)
C (2.27, -8.52, -3.28)
C (3.25, -0.49, 3.44)
C (1.91, -6.16, -2.89)
C (0.31, 3.83, -2.25)
C (1.13, -0.73, 2.40)
C (-5.48, 0.28, 1.66)
C (0.72, -7.81, -1.60)
C (1.23, -4.04, -3.77)
C (-0.93, 1.26, -6.74)
C (0.33, 1.71, -6.38)
C (-1.60, 1.27, -4.43)
C (-3.76, 1.94, 1.83)
C (-1.89, 1.03, -5.77)
C (3.21, -4.82, -0.40)
C (-4.93, -0.18, 0.48)
C (1.36, 5.75, -1.24)
C (-0.34, 1.73, -4.06)
C (4.48, -4.34, -0.27)
C (-3.79, 0.43, -0.04)
C (-4.90, 1.35, 2.34)
C (-3.20, 1.49, 0.64)
C (-3.90, 5.14, -1.98)
C (3.65, -2.05, -0.39)
C (-0.28, -1.30, 2.36)
C (0.62, 1.94, -5.05)
C (-3.36, 3.94, -1.54)
C (4.68, -2.93, -0.29)
C (2.54, -7.19, -3.57)
C (2.30, -2.51, -0.48)
C (-2.51, 6.33, -0.42)
C (3.58, 0.40, 2.43)
C (2.11, -3.93, -0.50)
C (-1.97, 5.13, 0.02)
C (1.33, -8.83, -2.30)
C (1.02, -6.48, -1.86)
C (-3.47, 6.34, -1.42)
C (1.99, -1.06, 3.43)
C (-0.23, 6.05, -3.02)
C (1.19, 4.38, -1.32)
B (-2.39, -2.65, -1.73)
H (1.58, -3.02, -3.67)
H (3.03, -5.89, -0.38)
H (1.64, -1.74, 4.20)
H (2.77, -9.30, -3.83)
H (-2.87, 0.66, -6.04)
H (-2.17, 7.27, 0.01)
H (0.00, -3.64, -0.37)
H (5.31, -5.01, -0.15)
H (0.01, -8.03, -0.81)
H (3.95, -0.72, 4.23)
H (1.08, 1.88, -7.14)
H (-3.89, 7.28, -1.77)
H (-3.35, 0.08, -0.97)
H (5.70, -2.56, -0.23)
H (-1.10, 4.26, -3.82)
H (-6.37, -0.20, 2.06)
H (1.61, 2.29, -4.76)
H (0.28, -4.15, -3.26)
H (-1.16, 1.06, -7.79)
H (-4.65, 5.14, -2.76)
H (-3.67, 3.00, -1.97)
H (-2.32, 1.08, -3.65)
H (1.09, -4.28, -4.83)
H (-0.68, -5.58, -1.09)
H (-5.36, -1.02, -0.04)
H (3.25, -6.92, -4.34)
H (1.72, 3.71, -0.66)
H (-5.33, 1.70, 3.27)
H (3.82, -0.98, -0.44)
H (0.78, 7.66, -2.03)
H (-0.80, 6.70, -3.68)
H (2.88, 1.32, 0.60)
H (2.03, 6.17, -0.51)
H (1.09, -9.86, -2.07)
H (-3.28, 2.76, 2.36)
H (-1.22, 5.11, 0.80)
H (4.55, 0.88, 2.40)


# C45H37ClCuN5O6S2

C45H37ClCuN5O6S2 as an isolated structure at a distorted geometry (wB97M-V/def2-TZVPD, the OMol25 dataset).

Properties
LUMO level (spin up / spin down)   -2.938 / -6.209 eV
HOMO (spin up / spin down)   -10.76 / -10.71 eV
Expectation value of S²   0.76
Relative energy (zero: lowest compared OMol25 entry of this formula, charge and spin)   2.091 eV
Net charge   +1
Spin multiplicity   2
HOMO-LUMO gap (spin up / spin down)   7.82 / 4.50 eV

Element x y z (Å)
Cu (-2.06, -0.82, -1.45)
Cl (-4.04, -1.83, -1.74)
S (-2.48, -0.92, 1.16)
S (0.11, -0.70, -1.20)
O (-4.16, -0.63, -0.97)
O (0.07, 0.16, -0.01)
O (-3.15, -2.68, -1.01)
O (-3.35, -1.48, -2.95)
O (-5.26, -2.42, -1.99)
O (-3.52, -1.73, 1.76)
N (0.55, 4.42, -2.63)
N (2.62, 4.18, -3.15)
N (-1.58, 3.34, -2.47)
N (1.45, 4.23, -3.62)
N (-2.19, 1.27, -2.11)
C (-1.29, 2.04, -2.68)
C (2.24, -2.88, 2.18)
C (-0.46, -3.30, -1.72)
C (3.44, -1.47, -3.34)
C (-4.24, 1.14, 1.59)
C (2.57, 4.33, -1.80)
C (-0.25, -2.82, 0.65)
C (-0.72, -6.03, 2.50)
C (4.48, -1.33, -2.42)
C (1.16, -2.07, 2.59)
C (-0.85, 4.51, -2.91)
C (3.18, 4.53, 0.47)
C (3.43, -2.35, 4.20)
C (-0.15, 1.57, -3.49)
C (-4.58, 2.45, 1.84)
C (1.21, 4.48, -1.43)
C (-0.02, -1.93, 1.81)
C (-0.86, -6.93, 1.44)
C (-2.26, 3.07, 1.77)
C (4.18, -1.01, -1.10)
C (-0.67, -4.63, -1.46)
C (-2.75, 3.38, -1.75)
C (-0.67, -5.11, -0.14)
C (1.83, 4.70, 0.83)
C (0.18, -0.57, 4.25)
C (-3.13, 2.10, -1.55)
C (-0.49, -4.20, 0.93)
C (1.86, -0.98, -1.62)
C (2.41, -1.54, 4.62)
C (-0.55, -4.69, 2.25)
C (-2.91, 0.80, 1.46)
C (-3.60, 3.44, 1.94)
C (-0.23, -2.40, -0.66)
C (-3.96, 4.87, 2.18)
C (-1.91, 1.76, 1.50)
C (5.89, -1.49, -2.87)
C (-0.93, -0.41, 3.47)
C (2.13, -1.29, -2.94)
C (-1.01, -1.09, 2.25)
C (0.82, 4.67, -0.11)
C (2.87, -0.83, -0.69)
C (1.25, -1.38, 3.83)
C (3.35, -3.01, 2.97)
C (3.58, 4.36, -0.83)
C (-0.85, -6.48, 0.15)
H (-1.49, 3.82, 1.85)
H (-3.17, 5.39, 2.71)
H (0.25, -0.06, 5.20)
H (2.47, -1.02, 5.56)
H (-0.77, -6.38, 3.51)
H (-4.12, 5.37, 1.23)
H (-0.95, 4.64, -3.99)
H (-1.75, 0.21, 3.79)
H (2.18, -3.38, 1.23)
H (-1.27, 5.38, -2.39)
H (4.31, -2.48, 4.81)
H (1.59, 4.85, 1.87)
H (-0.46, -4.00, 3.08)
H (-3.22, 4.31, -1.49)
H (-0.43, 0.63, -3.98)
H (4.98, -0.90, -0.38)
H (-4.99, 0.36, 1.51)
H (3.66, -1.72, -4.37)
H (3.92, 4.57, 1.26)
H (6.26, -0.55, -3.28)
H (1.32, -1.38, -3.65)
H (2.63, -0.56, 0.32)
H (6.54, -1.78, -2.05)
H (-4.00, 1.69, -1.08)
H (4.17, -3.64, 2.64)
H (4.61, 4.26, -1.11)
H (-0.21, 4.81, 0.16)
H (-4.88, 4.95, 2.75)
H (-0.98, -7.17, -0.67)
H (-5.62, 2.73, 1.96)
H (0.73, 1.39, -2.86)
H (-0.99, -7.98, 1.65)
H (-0.46, -2.94, -2.74)
H (-0.88, 1.49, 1.34)
H (5.97, -2.24, -3.66)
H (0.13, 2.30, -4.25)
H (-0.82, -5.33, -2.27)


Number 1: E -213622.0919 eV. Number 2: E -109207.9023 eV. Number 3: E -130945.6191 eV. Number 4: E -145817.3286 eV.